Entry 1:
A cluster of 2 separate species, CH5N4 in total in a non-equilibrium geometry. Source: the Open Molecules 2025 dataset; level of theory: wB97M-V/def2-TZVPD.

Bonds (Å) are listed after each position.
Cartesian coordinates (Å):
1 N -1.04 -0.23 0.57  C2 1.493, H3 1.029, N7 1.457, H8 1.078
2 C 0.26 -0.11 -0.15  N1 1.493, N5 1.320, N7 1.349, N9 1.375
3 H -1.17 0.69 1.02  N1 1.029
4 H 1.49 -1.15 1.08  N9 1.108
5 N 1.30 0.69 -0.04  C2 1.320, H6 0.998, N9 1.456
6 H 1.63 1.01 -0.93  N5 0.998
7 N -0.87 -0.29 -0.87  N1 1.457, C2 1.349
8 H -1.48 -1.06 1.10  N1 1.078
9 N 1.45 -0.76 0.05  C2 1.375, H4 1.108, N5 1.456
10 H -1.57 1.22 -1.84  no bonds

As for the net charge: +1. The calculation puts the HOMO energy (spin up / spin down) at -15.4480 / -15.4927 eV. Its HOMO-LUMO gap (spin up / spin down) is 8.06 / 9.27 eV. Its energy is -7062.5491 eV. The calculation puts the LUMO energy (spin up / spin down) at -7.39 / -6.23 eV.

---

Entry 2:
A cluster of 2 separate species, H5NO in total in a non-equilibrium geometry. Source: the Open Molecules 2025 dataset; level of theory: wB97M-V/def2-TZVPD.

Bonds (Å) are listed after each position.
Cartesian coordinates (Å):
1 H -1.84 -1.57 -1.23  O7 0.984
2 N 0.00 0.00 0.00  H3 1.025, H4 1.025, H5 1.025
3 H 0.36 -0.87 0.41  N2 1.025
4 H -0.99 -0.16 -0.22  N2 1.025
5 H 0.49 0.13 -0.89  N2 1.025
6 H -2.49 -0.44 -2.08  O7 0.984
7 O -2.19 -0.66 -1.16  H1 0.984, H6 0.984

The calculation puts the HOMO energy at -9.2791 eV. Its HOMO-LUMO gap is 9.94 eV. Its energy is -3618.3214 eV. As for the structure (SMILES): N.O. The calculation puts the LUMO energy at 0.66 eV.

---

Look up the energy of the second one.
-3618.3214 eV